(1)
Computed, not measured: the molecule CH2N2OS at a distorted geometry, with ωB97M-V/def2-TZVPD.

- E (eV) = -16927.192
- E_HOMO (eV) = -11.03
- 2S+1 = 1
- net charge = 0
- energy relative to the best compared isomer or geometry (same formula, charge and spin) (kcal per mole) = 72.0
- SMILES = N#C[S@H](=N)=O

Last column: Löwdin charge in e.
Atoms and positions in Å:
1 C -1.1891 -0.3882 -0.2374  -0.26
2 N -2.3267 -1.0527 -0.1243  0.11
3 N 1.1547 -0.0673 1.0518  -0.23
4 O 0.0446 1.8960 -0.2116  -0.35
5 S 0.3153 0.4991 -0.1251  0.61
6 H 1.2784 -1.0809 1.1122  0.03
7 H 0.7227 0.1939 -1.4657  0.09

***

(2)
Computed, not measured: the molecule CH2N2OS at a distorted geometry, with ωB97M-V/def2-TZVPD.

- E (eV) = -16926.035
- E_HOMO (alpha / beta) (eV) = -8.08 / -8.08
- 2S+1 = 1
- net charge = 0
- energy relative to the best compared isomer or geometry (same formula, charge and spin) (kcal per mole) = 98.7

Last column: Löwdin charge in e.
Atoms and positions in Å:
1 C 0.1329 0.1277 0.2145  0.06
2 N -0.1602 1.0961 0.9164  0.02
3 N -0.8033 2.0630 1.4420  -0.01
4 O -1.0422 3.1416 0.7996  -0.68
5 S -0.7027 3.5112 -0.7567  0.46
6 H 1.0584 -0.3623 0.3733  0.08
7 H -0.4567 -0.5920 -0.2499  0.08

***

(3)
Computed, not measured: a cluster of 2 separate species, CH2N2OS2 in total at a distorted geometry, with ωB97M-V/def2-TZVPD.

- E (eV) = -27763.542
- E_HOMO (eV) = -9.10
- 2S+1 = 1
- net charge = 0
- energy relative to the best compared isomer or geometry (same formula, charge and spin) (kcal per mole) = 63.3

Last column: Löwdin charge in e.
Atoms and positions in Å:
1 C 0.3376 -0.5934 -0.3263  -1.05
2 N -1.6902 -2.6926 -2.2532  -0.33
3 N -2.3170 -2.0230 -1.6353  0.23
4 O -1.0528 -3.3926 -2.9061  0.11
5 S -0.4514 0.8796 -0.0631  0.66
6 S 1.5177 -1.0592 0.7712  0.66
7 H -1.2720 0.7725 -1.1160  -0.15
8 H 1.5904 -0.0710 1.6878  -0.14

***

(4)
Computed, not measured: the molecule CH2N2OS2 at a distorted geometry, with ωB97M-V/def2-TZVPD.

- E (eV) = -27760.256
- E_HOMO (alpha / beta) (eV) = -9.52 / -9.52
- 2S+1 = 1
- net charge = 0
- energy relative to the best compared isomer or geometry (same formula, charge and spin) (kcal per mole) = 139.1

Last column: Löwdin charge in e.
Atoms and positions in Å:
1 C 1.3585 0.7214 0.2745  -0.10
2 N -0.0871 0.5350 -2.3942  -0.41
3 N -0.5821 -0.8712 -0.0984  -0.57
4 O -0.6469 0.4301 2.1324  -0.48
5 S -0.7744 -0.5676 -1.7931  0.81
6 S 0.3294 -0.1753 1.2405  0.76
7 H 1.6635 1.6258 0.5504  -0.07
8 H -1.2609 -1.6983 0.0878  0.07

***

(5)
Computed, not measured: the molecule CH2N2P2 at a distorted geometry, with ωB97M-V/def2-TZVPD.

- E (eV) = -22624.691
- E_HOMO (alpha / beta) (eV) = -9.29 / -9.29
- 2S+1 = 1
- net charge = 0
- energy relative to the best compared isomer or geometry (same formula, charge and spin) (kcal per mole) = 52.3
- SMILES = N#C/P=N/P

Last column: Löwdin charge in e.
Atoms and positions in Å:
1 C -2.6730 1.2031 -2.7061  -0.53
2 N -2.9870 2.1289 -3.3249  0.07
3 N -1.2574 0.2699 -0.9234  -0.76
4 P -2.0751 -0.3897 -2.1507  0.80
5 P -0.6432 -0.1657 0.5101  0.65
6 H 0.2953 -1.3752 0.4346  -0.09
7 H 0.1396 0.9083 0.3712  -0.13

***

(6)
Computed, not measured: a structure of composition CH2N2S2 at a distorted geometry, with ωB97M-V/def2-TZVPD.

- E (eV) = -25717.920
- E_HOMO (alpha / beta) (eV) = -9.40 / -9.40
- 2S+1 = 1
- net charge = 0
- energy relative to the best compared isomer or geometry (same formula, charge and spin) (kcal per mole) = 29.8

Last column: Löwdin charge in e.
Atoms and positions in Å:
1 C -2.3999 1.5426 -0.0925  -0.97
2 N -2.4781 0.4164 -0.3288  0.06
3 N 0.1293 0.4343 0.1339  -0.42
4 S -1.9886 3.0448 0.2389  0.62
5 S 0.6375 1.9937 0.2339  0.65
6 H -0.5856 -0.0038 -0.4084  -0.01
7 H -0.0298 0.1611 1.1370  0.06